Record 1
{"formula": "C3H8N2", "method": "ωB97M-V/def2-TZVPD", "symbols": ["C", "N", "H", "H", "H", "C", "C", "N", "H", "H", "H", "H", "H"], "coordinates": [[2.1078, 0.2171, -1.9563], [3.3485, 0.4116, -1.7974], [1.8032, -0.8245, -1.9604], [1.4958, 1.0978, -2.1420], [3.5947, 1.3994, -1.8262], [-1.0129, 0.5613, 1.2600], [-2.3433, -1.3343, 1.1555], [-2.0141, -0.3293, 1.8578], [-0.8249, 1.4003, 1.9219], [-0.0307, 0.0730, 1.2953], [-1.3711, 0.8507, 0.2782], [-3.1493, -1.9309, 1.5272], [-1.6037, -1.5921, 0.3864]], "mulliken_charge": [-0.279, -0.469, 0.281, 0.227, 0.239, -0.802, -0.258, -0.400, 0.302, 0.322, 0.323, 0.279, 0.234], "e_tot_ha": -228.52703, "orbital_gap_ev": 10.49, "e_homo_ev": -9.6, "lumo_ev": 0.90, "smiles": "C=NC.C=N"}



Record 2
{"formula": "C3H8N2", "method": "ωB97M-V/def2-TZVPD", "symbols": ["C", "N", "N", "C", "C", "H", "H", "H", "H", "H", "H", "H", "H"], "coordinates": [[-2.0187, -0.0751, 0.1696], [-0.6106, -0.2888, -0.0987], [2.1563, -0.7520, 0.1898], [0.2684, 0.8632, -0.2003], [1.4505, 0.2736, -0.3825], [-0.4285, -1.1144, -0.6636], [1.6677, -1.6177, 0.3880], [2.9897, -0.4638, 0.6988], [-0.1544, 1.7827, -0.5879], [1.9269, 1.3827, -0.1868], [-2.3761, 0.7490, -0.4564], [-2.2321, 0.2015, 1.2072], [-2.6390, -0.9409, -0.0772]], "mulliken_charge": [-0.881, -0.270, -0.385, -0.274, -0.205, 0.242, 0.194, 0.226, 0.331, 0.171, 0.292, 0.241, 0.318], "e_tot_ha": -228.48394, "orbital_gap_ev": 8.27, "e_homo_ev": -7.3, "lumo_ev": 1.02, "smiles": "CN/C=C\\N"}



Record 3
{"formula": "C3H8N2", "method": "ωB97M-V/def2-TZVPD", "symbols": ["C", "C", "H", "H", "H", "H", "N", "C", "N", "H", "H", "H", "H"], "coordinates": [[2.0313, -0.7420, -1.5791], [1.7078, 0.2506, -0.7580], [1.6179, -0.7256, -2.5825], [2.8026, -1.4515, -1.3244], [0.8715, 0.9159, -0.9261], [2.2908, 0.4415, 0.1361], [-1.4236, -0.0221, -0.0364], [-1.9072, 0.2407, 1.2085], [-1.3125, 0.0370, 2.3055], [-0.4347, -0.2606, 0.0104], [-1.6341, 0.5769, -0.8122], [-2.8019, 0.8615, 1.1868], [-1.8080, -0.1224, 3.1714]], "mulliken_charge": [-0.343, -0.771, 0.229, 0.244, 0.363, 0.248, -0.477, -0.011, -0.631, 0.239, 0.308, 0.369, 0.233], "e_tot_ha": -228.55332, "orbital_gap_ev": 10.05, "e_homo_ev": -9.0, "lumo_ev": 1.07, "smiles": "[H]/N=C/N.C=C"}



Record 4
{"formula": "C3H8N2", "method": "ωB97M-V/def2-TZVPD", "symbols": ["C", "C", "C", "H", "H", "H", "H", "H", "H", "H", "H", "N", "N"], "coordinates": [[-0.6871, -1.5666, -0.9571], [0.3568, 0.3960, 0.5139], [0.6253, 1.5599, 1.4068], [-1.2132, -2.3117, -1.5450], [-1.2950, -1.4436, -0.0109], [0.2062, -2.0634, -0.4615], [-0.1858, -0.1904, -2.6089], [0.4224, -0.6466, 0.9167], [1.5537, 2.2743, 1.1678], [-0.2614, 2.2849, 1.4301], [0.8006, 1.3343, 2.4245], [-0.3193, -0.3347, -1.5478], [-0.0032, 0.7078, -0.7285]], "mulliken_charge": [-0.914, 0.095, -0.901, 0.319, 0.316, 0.292, 0.269, 0.293, 0.205, 0.210, 0.360, 0.023, -0.566], "e_tot_ha": -228.52859, "orbital_gap_ev": 9.11, "e_homo_ev": -8.0, "lumo_ev": 1.13, "smiles": "C/C=N/NC"}



Record 5
{"formula": "C3H8N2", "method": "ωB97M-V/def2-TZVPD", "symbols": ["C", "C", "C", "N", "N", "H", "H", "H", "H", "H", "H", "H", "H"], "coordinates": [[0.7490, 0.9977, -0.0960], [-0.2209, -0.1402, 0.2894], [-1.6162, -0.2509, -0.2874], [1.7991, -0.1016, -0.0232], [0.7124, -1.0634, -0.1195], [0.5917, 1.3204, -1.1039], [0.7640, 2.0165, 0.4236], [-0.3473, -0.0507, 2.1376], [-1.4711, -0.1245, -1.2711], [-2.0849, 0.6332, 0.1658], [-2.2625, -1.1243, -0.0052], [2.6181, -0.2313, -0.6242], [0.7685, -1.8809, 0.5140]], "mulliken_charge": [-0.360, 0.047, -1.182, -0.411, -0.325, 0.254, 0.263, 0.198, 0.441, 0.260, 0.294, 0.242, 0.279], "e_tot_ha": -228.41607, "orbital_gap_ev": 8.82, "e_homo_ev": -7.9, "lumo_ev": 0.93}



Record 6
{"formula": "C3H8N2", "method": "ωB97M-V/def2-TZVPD", "symbols": ["C", "C", "C", "H", "H", "H", "H", "H", "H", "H", "H", "N", "N"], "coordinates": [[0.7745, -0.0587, 1.3180], [-1.4854, -0.8880, 0.4257], [0.9116, 1.0709, -1.3085], [0.4780, -0.7509, 2.1732], [0.8032, 0.9331, 1.8726], [1.7876, -0.3615, 0.9640], [-1.6070, -1.7709, -0.1742], [-1.5970, -1.3091, 1.4127], [-2.2513, -0.1152, 0.1210], [1.5517, 1.5479, -0.5113], [0.8703, 1.4157, -2.3284], [-0.1094, -0.2792, 0.1723], [-0.0677, 0.2315, -1.0495]], "mulliken_charge": [-0.963, -0.747, -0.419, 0.275, 0.295, 0.397, 0.277, 0.321, 0.239, 0.243, 0.283, 0.506, -0.708], "e_tot_ha": -228.52720, "orbital_gap_ev": 8.98, "e_homo_ev": -8.0, "lumo_ev": 1.01, "smiles": "C=NN(C)C"}



Record 7
{"formula": "C3H8N2O", "method": "ωB97M-V/def2-TZVPD", "symbols": ["C", "N", "O", "H", "H", "H", "H", "H", "N", "C", "C", "H", "H", "H"], "coordinates": [[1.4972, 0.9373, -0.1615], [0.7803, -1.6915, -0.1153], [1.0680, -0.4289, -0.7075], [1.2732, -2.1551, 0.6403], [0.3222, -2.2479, -0.8365], [0.9549, 1.6876, -0.7359], [2.5280, 0.9761, -0.5000], [1.3600, 1.0806, 0.9077], [-1.5075, 0.7424, 1.2012], [-1.7417, 0.5577, -0.1160], [-1.7722, -0.2245, -1.0782], [-0.9268, 0.0041, 1.5987], [-1.4798, 1.7073, 1.4945], [-2.3558, -0.9453, -1.5913]], "mulliken_charge": [-0.612, -0.363, -0.233, 0.186, 0.197, 0.230, 0.290, 0.286, -0.404, -0.110, -0.325, 0.265, 0.253, 0.341], "e_tot_ha": -303.62176, "orbital_gap_ev": 8.64, "e_homo_ev": -7.8, "lumo_ev": 0.79, "smiles": "C#CN.CON"}



Record 8
{"formula": "C3H8N2O", "method": "ωB97M-V/def2-TZVPD", "symbols": ["C", "C", "N", "C", "O", "N", "H", "H", "H", "H", "H", "H", "H", "H"], "coordinates": [[1.3384, -1.6437, -0.6406], [0.3552, 1.1534, 1.0229], [-1.0385, -0.3085, -0.6803], [-1.2332, 0.6832, 0.1498], [0.6958, -0.3983, -0.7313], [-2.1644, 1.4568, 0.5215], [-1.1579, -0.1109, -1.6685], [-3.0522, 1.1952, 0.0874], [1.9289, -1.6501, 0.2878], [2.0376, -1.7989, -1.4718], [0.6582, -2.5040, -0.5998], [1.4072, 0.9807, 0.8294], [0.0857, 2.1991, 0.8876], [0.1389, 0.7459, 2.0058]], "mulliken_charge": [-0.557, -0.857, -0.308, 0.402, -0.331, -0.578, 0.309, 0.235, 0.234, 0.257, 0.273, 0.284, 0.339, 0.299], "e_tot_ha": -303.66370, "orbital_gap_ev": 9.25, "e_homo_ev": -9.3, "lumo_ev": -0.09}